{"formula": "C3H5Br", "method": "ωB97M-V/def2-TZVPD", "symbols": ["Br", "C", "C", "C", "H", "H", "H", "H", "H"], "positions_angstrom": [[3.0169, -0.7927, 0.5322], [0.0411, -0.0411, 0.4060], [1.4465, -0.4311, -0.4426], [-1.2531, 0.3649, -0.0957], [-1.3090, -0.0012, -1.0765], [-1.3710, 1.4200, -0.1107], [-2.0420, 0.1555, 0.7296], [0.1228, 0.0060, 1.5044], [1.3477, -0.6802, -1.4468]], "forces_ev_per_angstrom": [[-0.50, 0.06, -0.43], [7.70, -1.75, -1.88], [-7.12, 2.15, 6.14], [-0.92, -0.20, 1.95], [-1.31, -0.64, -1.33], [0.35, 1.34, -0.33], [0.89, -0.61, -1.88], [0.69, -0.06, -0.63], [0.22, -0.29, -1.60]], "multiplicity": 1, "smiles": "C/C=C/Br", "gap_ha": [0.315, 0.313], "e_lumo_ev": [0.4, 0.4], "relative_energy_kj_mol": 243.2}

{"formula": "C16H21FO15", "method": "ωB97M-V/def2-TZVPD", "symbols": ["F", "O", "O", "O", "O", "O", "O", "O", "O", "O", "O", "O", "O", "O", "O", "O", "C", "C", "C", "C", "C", "C", "C", "C", "C", "C", "C", "C", "C", "C", "C", "C", "H", "H", "H", "H", "H", "H", "H", "H", "H", "H", "H", "H", "H", "H", "H", "H", "H", "H", "H", "H", "H"], "positions_angstrom": [[13.2890, 7.3760, 0.3065], [12.9536, -0.8571, 3.2857], [14.8637, 9.7148, 1.1296], [15.4926, 7.9307, 0.0036], [15.4402, 3.3766, -2.7246], [18.9892, 2.3562, -2.1662], [10.9205, 9.8406, -7.4587], [18.0727, 1.2675, -0.4815], [13.7018, 3.2874, -1.4253], [14.5540, 0.0977, 2.0338], [10.7726, 9.0158, -5.3879], [17.7881, 3.4998, -0.6308], [16.4632, 9.8687, -0.4713], [12.3150, 8.2434, -6.6940], [12.8668, 1.3413, 2.5951], [14.5237, 1.3554, -2.2730], [18.2179, 2.4846, -1.0571], [13.4040, 0.0588, 2.6773], [12.4612, 7.4963, -5.4760], [18.5622, 0.2597, -1.3247], [11.1723, 7.8111, -4.7616], [14.5172, 7.4712, 0.9031], [15.7548, 9.2051, 0.2224], [19.3933, 0.9991, -2.3866], [15.2822, 4.7242, -2.2713], [14.4718, 8.5750, 1.9428], [14.8738, 5.5254, -3.5070], [14.2818, 4.5561, -1.1141], [14.5315, 1.1533, 1.1063], [14.5649, 2.5243, -2.1379], [13.7830, 2.2048, 1.9378], [11.2408, 9.0419, -6.6146], [12.6631, 6.4504, -5.7080], [20.4497, 0.7468, -2.3195], [13.8187, 5.3039, -3.6973], [11.3316, 7.9422, -3.6936], [15.4377, 1.6168, 0.7121], [15.3867, 5.1113, -4.3724], [14.7289, 6.4898, 1.3269], [19.0294, -0.5116, -0.7155], [17.6749, -0.1687, -1.8028], [13.3759, 7.8438, -4.9879], [19.0566, 0.5798, -3.3325], [13.9319, 0.9128, 0.2275], [13.4342, 5.2395, -1.1418], [14.3116, 2.7972, 2.6888], [13.4824, 8.7638, 2.3480], [13.3020, 2.9030, 1.2493], [14.6840, 4.5218, -0.1019], [10.3734, 7.0973, -4.9774], [16.2840, 4.9774, -1.9249], [15.2181, 8.5711, 2.7380], [15.0362, 6.5944, -3.3896]], "forces_ev_per_angstrom": [[0.11, 0.07, -0.49], [0.00, 0.48, -0.34], [0.76, -0.67, 0.32], [-0.30, -2.65, 0.22], [0.30, -1.42, -0.01], [0.47, 0.14, -0.53], [-0.01, -1.29, 0.66], [-0.35, 1.21, 0.79], [-0.43, -0.95, 0.90], [2.08, -1.57, -1.08], [-1.40, 0.28, 1.47], [-0.38, 0.54, 0.11], [0.09, -0.56, 0.87], [0.22, -1.07, -0.61], [-1.05, -0.67, 0.67], [-0.02, -0.85, -0.05], [0.96, -1.53, -0.27], [-0.74, 1.54, 0.77], [0.93, -0.03, -0.63], [-0.78, -0.70, -0.50], [-0.09, -0.49, 0.20], [-0.03, 0.06, 1.29], [-1.01, 3.25, -1.50], [-0.88, -1.35, 0.63], [0.87, 0.07, -0.18], [0.13, 1.46, -0.31], [-0.72, -0.51, 0.56], [-0.82, 0.02, -0.89], [-0.56, 2.47, 0.01], [0.18, 2.26, -0.37], [-0.31, -0.39, -0.94], [1.18, 2.44, -1.51], [-0.47, -0.03, -0.10], [0.24, 1.00, 0.29], [-0.10, 0.31, 0.03], [-0.33, 0.17, -0.04], [0.74, -1.05, 0.62], [0.38, 0.29, 0.08], [0.41, 0.00, -0.39], [0.33, 0.18, -0.15], [0.19, -0.24, 0.02], [-0.28, 0.31, 0.21], [-0.01, 0.79, -0.38], [-0.12, -0.30, 0.11], [0.29, 0.33, 0.01], [0.48, -0.38, -0.09], [-0.04, -0.15, -0.09], [-0.49, -0.16, 0.26], [0.41, 0.02, -0.15], [0.24, -0.27, 0.33], [-0.18, 0.40, 0.14], [-0.14, -0.82, 0.08], [0.02, -0.01, -0.06]], "multiplicity": 1, "smiles": "O=C1OC[C@@H](F)O1.C[C@H]1COC(=O)O1.O=C1OCCO1.O=C1OCCO1.O=C1OCCO1", "gap_ha": 0.403, "e_lumo_ev": 0.0}

{"formula": "C41H40N8OS", "method": "ωB97M-V/def2-TZVPD", "symbols": ["S", "O", "N", "N", "N", "N", "N", "N", "N", "N", "C", "C", "C", "C", "C", "C", "C", "C", "C", "C", "C", "C", "C", "C", "C", "C", "C", "C", "C", "C", "C", "C", "C", "C", "C", "C", "C", "C", "C", "C", "C", "C", "C", "C", "C", "C", "C", "C", "C", "C", "C", "H", "H", "H", "H", "H", "H", "H", "H", "H", "H", "H", "H", "H", "H", "H", "H", "H", "H", "H", "H", "H", "H", "H", "H", "H", "H", "H", "H", "H", "H", "H", "H", "H", "H", "H", "H", "H", "H", "H", "H"], "positions_angstrom": [[-0.4440, 1.4383, -3.6283], [-4.2937, -3.3211, -1.0794], [4.0316, -4.3824, -0.2025], [-1.4755, 2.0641, -2.5841], [3.0167, -3.5900, 3.7570], [-1.2037, 5.0251, -5.7239], [0.1987, 2.5229, 7.0682], [-0.6323, -0.1461, -3.3220], [-1.8773, -1.3679, 3.0347], [0.7063, 3.9849, -8.7550], [-1.6982, 7.3161, -5.2298], [-3.6104, -2.5082, -0.1396], [-2.0992, -1.1238, 4.3273], [1.5483, 3.5869, -9.7072], [-0.9869, 4.8312, -4.4251], [1.5070, -2.8128, 5.4462], [3.8502, -2.4760, 5.7106], [4.4643, -7.0793, -0.7569], [-2.0368, 1.0453, -1.9159], [-0.3256, 0.4562, 4.4590], [4.0537, -4.8401, -1.4540], [4.4432, -6.6234, 0.5508], [-2.0612, -1.4064, -1.7645], [-3.4773, -0.0020, -0.3430], [4.2234, -5.2722, 0.7714], [0.0772, 4.4262, 9.0962], [-5.5223, -2.7735, -1.5022], [1.7912, -3.4375, 4.2453], [-0.8822, -0.6971, 2.4516], [-1.5532, 6.2522, -6.1064], [-0.2160, -2.9292, -1.5906], [2.5585, -2.3172, 6.1969], [-0.0848, 0.2195, 3.1162], [-0.4779, 3.6596, 6.9133], [-3.0056, -1.2758, -0.7983], [-1.5530, -0.2022, -2.3608], [-1.1077, 5.8229, -3.4653], [1.9884, 2.2799, -9.8510], [0.8343, -3.0771, -1.0409], [-2.9969, 1.1440, -0.8871], [0.2727, 3.0597, -7.8977], [1.5303, 1.3305, -8.9520], [0.6552, 1.7257, -7.9539], [-1.3561, -0.2270, 5.0831], [0.7846, 3.2487, 9.2760], [4.0247, -3.1132, 4.4888], [-1.4710, 7.0932, -3.8805], [-0.5686, 4.6396, 7.8896], [-1.4958, -2.7141, -2.2500], [0.8148, 2.3350, 8.2342], [4.2641, -6.1705, -1.7830], [2.6718, 2.0151, -10.6464], [1.3591, 1.4016, 8.3312], [0.2819, 1.1592, 5.0140], [-1.5753, 7.8981, -3.1640], [0.0299, 5.1662, 9.8847], [-1.3641, -2.6918, -3.3272], [0.7129, 0.7301, 2.5935], [1.8847, 4.3618, -10.3882], [-6.3706, -3.2049, -0.9664], [-0.9216, 5.6023, -2.4233], [-1.1311, 5.5447, 7.7075], [-2.1429, -3.5433, -1.9889], [4.5909, -7.2978, 1.3830], [3.8931, -4.0960, -2.2266], [4.6312, -8.1270, -0.9737], [-5.5646, -1.6873, -1.4117], [-2.7883, -3.1118, 0.2409], [-4.2164, 0.0061, 0.4400], [1.6770, -2.9157, -0.4134], [-1.5741, -0.0720, 6.1315], [4.1935, -4.8651, 1.7764], [-1.7224, 6.3800, -7.1699], [-1.9817, 8.2931, -5.5962], [-3.3565, 2.1119, -0.5717], [2.3796, -1.8151, 7.1391], [0.4802, -2.7161, 5.7716], [0.2741, 1.0163, -7.2314], [-2.9123, -1.6860, 4.7747], [-0.4125, 3.4156, -7.1352], [-4.2354, -2.2346, 0.7103], [-5.6512, -3.0131, -2.5557], [4.7045, -2.1073, 6.2617], [-0.9710, 3.7838, 5.9548], [-0.7263, -0.9181, 1.3998], [1.8507, 0.2989, -9.0289], [4.2693, -6.4845, -2.8179], [1.3023, 3.0418, 10.2023], [5.0160, -3.2483, 4.0698], [0.9899, -3.8356, 3.6304], [-0.7007, 3.8234, -4.1462]], "forces_ev_per_angstrom": [[-0.01, -0.84, 0.10], [-0.10, 0.06, 0.26], [0.00, -0.17, -0.12], [-0.10, 0.26, 0.21], [0.27, 0.03, 0.12], [-0.08, 0.16, 0.18], [0.01, 0.07, 0.13], [0.07, 0.78, -0.26], [0.02, 0.10, 0.06], [0.04, -0.10, -0.03], [0.01, -0.03, 0.05], [0.69, -0.07, -0.39], [-0.01, -0.07, -0.04], [-0.04, 0.10, 0.02], [0.07, -0.10, -0.14], [-0.08, 0.08, 0.14], [-0.09, 0.02, -0.03], [-0.01, -0.06, 0.01], [0.38, 0.69, -0.43], [0.16, 0.11, 0.00], [-0.01, 0.11, 0.04], [0.00, 0.01, -0.11], [0.12, 0.36, -0.59], [0.59, 0.00, -0.58], [0.02, 0.24, 0.18], [-0.01, 0.04, 0.04], [-0.24, -0.06, -0.38], [-0.20, -0.15, -0.31], [-0.15, -0.17, -0.13], [-0.01, -0.06, -0.13], [-0.03, -0.13, -0.40], [0.15, -0.03, -0.07], [0.02, -0.02, -0.01], [-0.02, -0.07, -0.11], [-0.61, -0.40, 0.66], [-0.27, -1.13, 0.51], [0.00, 0.04, 0.01], [-0.01, 0.00, 0.01], [0.21, 0.63, 0.61], [-0.54, 0.22, 0.38], [-0.09, 0.00, 0.04], [0.01, -0.08, 0.01], [0.06, 0.05, -0.08], [-0.03, -0.08, -0.10], [-0.02, 0.02, -0.02], [-0.11, 0.01, 0.01], [-0.01, 0.04, 0.01], [0.02, -0.02, 0.03], [-0.02, -0.23, 0.40], [0.01, -0.08, -0.07], [0.01, 0.00, 0.00], [0.00, 0.02, -0.01], [0.01, 0.01, 0.05], [-0.07, 0.00, 0.07], [0.00, 0.00, 0.00], [0.00, 0.00, 0.00], [0.00, 0.01, -0.17], [-0.01, -0.01, -0.02], [0.03, -0.04, -0.03], [0.05, -0.02, 0.23], [0.00, -0.04, -0.01], [-0.01, -0.01, -0.02], [-0.29, -0.04, -0.16], [0.00, 0.02, 0.02], [-0.02, -0.05, -0.05], [0.00, 0.00, 0.00], [0.12, 0.08, 0.07], [-0.06, -0.17, 0.15], [-0.12, 0.12, 0.14], [0.39, -0.49, -0.08], [-0.01, 0.02, 0.00], [-0.07, -0.08, 0.04], [0.01, 0.04, 0.01], [0.00, 0.00, -0.02], [0.06, 0.10, 0.00], [0.00, -0.01, 0.01], [0.01, 0.02, 0.01], [-0.02, 0.01, 0.01], [-0.01, 0.03, 0.05], [0.05, -0.02, -0.03], [-0.16, 0.05, 0.01], [0.00, -0.04, -0.10], [0.02, -0.01, -0.01], [-0.01, 0.04, 0.01], [0.06, 0.04, 0.00], [0.00, 0.00, 0.00], [0.00, 0.02, -0.01], [0.01, -0.02, -0.01], [0.03, 0.02, 0.04], [-0.02, 0.03, 0.04], [-0.05, 0.30, 0.03]], "multiplicity": 1, "gap_ha": 0.306, "e_lumo_ev": -0.5}

{"formula": "C23H27N5O3", "method": "ωB97M-V/def2-TZVPD", "symbols": ["O", "O", "O", "N", "N", "N", "N", "N", "C", "C", "C", "C", "C", "C", "C", "C", "C", "C", "C", "C", "C", "C", "C", "C", "C", "C", "C", "C", "C", "C", "C", "H", "H", "H", "H", "H", "H", "H", "H", "H", "H", "H", "H", "H", "H", "H", "H", "H", "H", "H", "H", "H", "H", "H", "H", "H", "H", "H"], "positions_angstrom": [[0.5664, 0.4124, 1.3599], [2.2105, 1.8688, 0.7801], [-4.0909, 0.2860, -1.8534], [-2.6516, -4.2060, 0.1222], [-2.6685, -5.2325, 0.5852], [0.1541, 2.1952, 0.0223], [-2.7941, -3.2278, -0.5287], [-3.7935, 0.8601, 0.3081], [-2.2405, -1.9165, -0.3234], [-2.7650, -1.2960, 0.9924], [-1.8415, 2.6920, -1.2816], [3.1841, 1.0700, 1.4410], [5.0179, -0.5573, 0.9642], [-1.2714, 1.9472, -0.0772], [5.9026, -0.8756, -1.2430], [-3.3628, 2.5253, -1.4161], [-3.7913, 1.1218, -1.0224], [2.0456, -2.0764, -0.5110], [-0.0500, -1.3375, -1.4105], [-1.9681, 2.3096, 1.2416], [1.3749, -2.6939, 0.5299], [0.9443, 1.3959, 0.7717], [1.3306, -1.3905, -1.4766], [4.1459, 0.7156, -0.8685], [5.8990, -1.1897, 0.1067], [-4.0524, -0.4920, 0.7702], [-3.4440, 1.8629, 1.2887], [5.0253, 0.0782, -1.7273], [-0.7287, -1.9621, -0.3732], [-0.0045, -2.6380, 0.5997], [4.1320, 0.3988, 0.4811], [6.5815, -1.9338, 0.4902], [2.6651, 0.3133, 2.0422], [1.8522, -0.8995, -2.2856], [-3.8843, 3.2650, -0.8100], [-2.9639, -2.0932, 1.7124], [-2.6118, -1.3330, -1.1712], [-1.9893, -0.6560, 1.4167], [0.5369, 3.0615, -0.3190], [-4.6249, -0.4316, 1.6997], [-4.6668, -0.9845, 0.0124], [1.9290, -3.2224, 1.2916], [-1.4108, 1.8145, 2.0378], [5.0244, 0.3280, -2.7782], [-0.5176, -3.1235, 1.4175], [-1.9032, 3.3866, 1.4044], [5.0093, -0.8075, 2.0152], [6.5867, -1.3744, -1.9133], [3.1225, -2.1266, -0.5690], [-4.0992, 2.7308, 1.1580], [-0.6092, -0.8104, -2.1715], [3.7386, 1.7404, 2.1083], [-1.3685, 0.8677, -0.2330], [3.4609, 1.4605, -1.2442], [-3.6609, 1.4465, 2.2735], [-1.3570, 2.3044, -2.1794], [-3.6527, 2.6743, -2.4567], [-1.6011, 3.7551, -1.2012]], "forces_ev_per_angstrom": [[-0.06, -0.17, 0.16], [0.20, 0.15, -0.12], [0.02, -0.27, -0.42], [0.11, -1.53, 1.01], [0.30, -0.32, 0.51], [-0.02, 0.25, -0.27], [-1.23, 1.33, -2.21], [-0.16, -0.24, 0.11], [0.71, 0.46, 0.64], [-0.19, 0.11, -0.18], [0.10, -0.22, 0.11], [0.05, -0.23, 0.42], [-0.08, 0.12, -0.02], [0.03, 0.09, 0.27], [0.05, -0.06, -0.09], [0.00, -0.05, -0.15], [-0.20, 0.46, -0.02], [0.10, 0.01, -0.04], [-0.10, -0.03, 0.07], [0.00, -0.27, -0.10], [0.02, -0.09, 0.06], [-0.06, 0.09, -0.02], [0.10, 0.05, -0.07], [-0.06, 0.07, 0.09], [0.05, -0.06, 0.06], [-0.05, -0.39, 0.02], [0.11, 0.46, 0.15], [0.03, -0.02, -0.07], [-0.05, 0.05, -0.15], [-0.05, 0.02, -0.05], [-0.09, 0.13, -0.06], [0.05, -0.06, 0.03], [0.15, 0.17, -0.07], [0.05, 0.03, -0.08], [-0.01, 0.03, 0.01], [0.09, -0.01, 0.04], [0.10, -0.11, 0.18], [0.01, 0.02, 0.10], [0.05, -0.06, 0.01], [0.00, 0.03, -0.09], [0.00, 0.02, 0.16], [0.06, -0.06, 0.07], [0.01, 0.06, 0.01], [0.00, 0.02, -0.09], [-0.05, -0.04, 0.12], [0.04, 0.06, 0.01], [0.00, -0.06, 0.14], [0.05, -0.04, -0.05], [0.11, 0.01, -0.01], [0.04, -0.11, 0.11], [-0.09, 0.04, -0.10], [-0.12, -0.09, -0.10], [-0.04, 0.14, -0.01], [-0.06, 0.04, -0.04], [-0.05, 0.05, -0.10], [0.03, 0.04, -0.03], [-0.06, -0.04, 0.14], [0.05, 0.03, -0.03]], "multiplicity": 1, "gap_ha": 0.345, "e_lumo_ev": 0.6, "relative_energy_kj_mol": 268.6}

{"formula": "C2H5N2", "method": "ωB97M-V/def2-TZVPD", "symbols": ["N", "N", "C", "C", "H", "H", "H", "H", "H"], "positions_angstrom": [[-0.8716, 0.5279, -0.3342], [2.8505, -0.4961, 0.6112], [-1.8960, -0.1518, -0.3771], [1.7764, -0.1513, 0.4797], [0.1302, 0.3057, -0.2108], [-2.8220, 0.5036, -0.2795], [3.7586, -0.8150, 0.7752], [-1.9832, -1.2438, -0.3512], [-0.9429, 1.5209, -0.3131]], "forces_ev_per_angstrom": [[2.62, 1.44, -0.08], [0.65, -0.23, 0.19], [-4.06, -0.10, 0.81], [-1.65, 0.61, -0.47], [0.42, -1.28, 0.06], [0.79, -1.49, -0.56], [1.28, -0.41, 0.21], [0.47, 0.43, -0.17], [-0.52, 1.03, 0.01]], "multiplicity": 1, "gap_ha": 0.433, "e_lumo_ev": -4.9, "relative_energy_kj_mol": 65.8, "total_charge": 1}